A molecular structure, C39H33Br2N5ORe. Source: OMol25; level of theory: ωB97M-V with the def2-TZVPD basis set.

Properties
LUMO (alpha / beta)   -0.30 / -0.38 eV
2S+1   2

Last column: Löwdin charge in e.
Element x y z (Å)
Re: 0.031 0.309 0.198  1.511
C: 0.039 0.164 4.627  -0.042
C: 0.277 -0.158 3.281  -0.124
N: 0.058 0.691 2.303  -0.026
C: -0.359 1.965 2.601  -0.130
C: -0.671 2.346 3.917  -0.149
C: -0.466 1.392 4.939  -0.001
C: -1.121 3.667 4.154  -0.044
C: -1.200 4.545 3.112  -0.071
C: -0.825 4.180 1.801  -0.006
C: -0.389 2.907 1.523  -0.214
N: 0.117 2.427 0.311  -0.090
C: 1.275 3.004 -0.190  -0.222
C: 1.509 4.320 -0.529  -0.006
C: 2.796 4.740 -0.923  -0.073
C: 3.863 3.885 -0.951  -0.046
C: 3.677 2.534 -0.578  -0.157
C: 4.729 1.599 -0.436  -0.004
C: 4.458 0.357 0.057  -0.041
C: 3.127 -0.005 0.334  -0.133
N: 2.114 0.810 0.128  -0.037
C: 2.379 2.103 -0.257  -0.147
H: 0.231 -0.580 5.387  0.110
H: 0.603 -1.149 2.990  0.116
H: -0.698 1.656 5.965  0.120
H: -1.391 3.964 5.160  0.111
H: -1.548 5.555 3.289  0.106
H: -0.891 4.912 1.009  0.102
H: 0.702 5.038 -0.501  0.100
H: 2.939 5.779 -1.194  0.106
H: 4.852 4.230 -1.225  0.110
H: 5.742 1.895 -0.684  0.120
H: 5.240 -0.371 0.223  0.111
H: 2.880 -0.994 0.696  0.113
Br: -4.990 1.148 0.249  0.790
C: -3.818 1.082 -1.224  -0.601
C: -4.327 1.268 -2.519  -0.163
C: -3.501 1.241 -3.606  -0.627
Br: -4.236 1.513 -5.330  0.771
C: -2.112 1.015 -3.452  -0.182
C: -1.161 1.013 -4.498  -0.021
C: 0.159 0.822 -4.209  -0.031
C: 0.554 0.587 -2.883  -0.112
N: -0.306 0.546 -1.887  -0.024
C: -1.631 0.798 -2.147  -0.124
C: -2.476 0.849 -1.000  -0.399
O: -1.953 0.682 0.192  -0.250
H: -5.387 1.439 -2.645  0.097
H: -1.491 1.175 -5.516  0.082
H: 0.911 0.834 -4.986  0.112
H: 1.593 0.414 -2.637  0.103
C: -2.334 -1.899 2.564  -0.062
C: -2.267 -2.987 1.498  -0.363
C: -3.006 -2.539 0.233  -0.053
C: -0.896 -3.543 1.136  -0.144
C: -0.632 -4.865 1.464  -0.059
C: 0.462 -5.553 0.956  -0.099
C: 1.201 -4.948 -0.045  -0.066
C: 0.976 -3.634 -0.442  -0.151
C: 1.491 -3.226 -1.816  -0.362
C: 0.302 -2.883 -2.727  -0.054
C: 2.554 -2.138 -1.883  -0.079
C: 0.048 -2.849 0.307  -0.258
N: 0.003 -1.495 0.210  -0.100
H: -3.374 -1.732 2.860  0.084
H: -1.960 -0.957 2.178  0.039
H: -1.769 -2.178 3.457  0.076
H: -2.810 -3.851 1.891  0.121
H: -2.548 -1.642 -0.188  0.048
H: -4.048 -2.300 0.465  0.077
H: -2.995 -3.325 -0.526  0.087
H: -1.326 -5.375 2.125  0.108
H: 0.661 -6.575 1.250  0.094
H: 1.934 -5.531 -0.596  0.107
H: 1.954 -4.132 -2.218  0.122
H: -0.305 -2.088 -2.290  0.055
H: -0.339 -3.756 -2.866  0.086
H: 0.643 -2.548 -3.712  0.077
H: 2.142 -1.182 -1.578  0.013
H: 2.927 -2.039 -2.907  0.086
H: 3.405 -2.375 -1.237  0.080

A molecular structure, C29H26FeNO3PS2Se2Te at a distorted geometry. Source: OMol25; level of theory: ωB97M-V with the def2-TZVPD basis set.

Properties
LUMO (alpha / beta)   2.33 / 2.32 eV
2S+1   2
Total charge   -1

Last column: natural (NBO) charge in e.
Element x y z (Å)
Fe: 0.207 -0.914 -0.100  0.703
C: 1.685 -3.387 -2.986  -0.612
C: 0.402 -2.787 -2.435  0.130
C: -0.811 -3.568 -2.922  -0.636
O: 0.496 -2.808 -0.990  -0.738
C: 0.228 -1.318 -2.894  0.779
O: 0.378 -1.057 -4.078  -0.673
O: -0.113 -0.479 -1.979  -0.792
H: 1.728 -4.452 -2.748  0.199
H: 2.558 -2.901 -2.549  0.217
H: 1.712 -3.252 -4.066  0.231
H: -0.745 -4.608 -2.590  0.198
H: -0.822 -3.548 -4.011  0.229
H: -1.733 -3.132 -2.543  0.249
H: -0.178 -3.384 -0.595  0.522
S: 2.683 -2.595 3.175  0.365
C: 1.058 -2.714 3.712  -0.407
C: 0.176 -2.193 2.814  -0.278
C: 0.791 -1.657 1.636  -0.212
C: 2.152 -1.834 1.710  -0.335
C: 3.018 -1.421 0.626  0.228
C: 4.413 -1.491 0.631  -0.253
C: 5.113 -1.022 -0.461  -0.158
C: 4.417 -0.490 -1.541  -0.277
C: 3.037 -0.461 -1.477  0.072
N: 2.355 -0.922 -0.432  -0.483
H: 0.838 -3.169 4.666  0.224
H: -0.891 -2.209 2.986  0.231
H: 4.923 -1.900 1.493  0.217
H: 6.195 -1.063 -0.472  0.208
H: 4.925 -0.104 -2.413  0.219
H: 2.447 -0.049 -2.288  0.232
Se: 0.647 1.360 0.587  -0.348
P: -1.868 -0.505 0.563  0.936
Se: -2.683 -2.437 0.010  -0.662
C: -2.340 -0.183 2.312  -0.396
C: -3.463 -0.822 2.834  -0.189
C: -3.850 -0.606 4.148  -0.223
C: -3.116 0.245 4.962  -0.214
C: -1.996 0.883 4.451  -0.227
C: -1.612 0.673 3.134  -0.132
C: -2.709 0.818 -0.370  -0.292
C: -2.957 2.063 0.196  -0.204
C: -3.516 3.080 -0.566  -0.222
C: -3.823 2.861 -1.900  -0.210
C: -3.576 1.619 -2.470  -0.207
C: -3.024 0.600 -1.710  -0.203
H: -4.015 -1.507 2.203  0.243
H: -4.724 -1.113 4.539  0.205
H: -3.413 0.405 5.991  0.203
H: -1.409 1.542 5.080  0.206
H: -0.730 1.165 2.749  0.225
H: -2.704 2.249 1.232  0.220
H: -3.697 4.049 -0.117  0.205
H: -4.247 3.658 -2.498  0.202
H: -3.803 1.443 -3.514  0.207
H: -2.825 -0.367 -2.151  0.239
Te: 0.535 2.368 -1.917  0.467
C: 1.406 4.155 -1.240  -0.527
C: 2.452 4.298 -0.371  -0.300
C: 2.819 5.653 -0.147  -0.258
C: 2.052 6.528 -0.854  -0.454
S: 0.868 5.700 -1.772  0.437
H: 2.935 3.450 0.095  0.236
H: 3.622 5.962 0.508  0.213
H: 2.121 7.604 -0.874  0.226

8 unconnected molecules or ions with the total composition C2H18O6 at a distorted geometry. Source: OMol25; level of theory: ωB97M-V with the def2-TZVPD basis set.

Properties
LUMO   -6.79 eV

Last column: natural (NBO) charge in e.
Element x y z (Å)
C: 0.735 2.433 0.352  -0.614
C: 1.250 1.763 -0.942  -0.599
H: 1.655 2.638 0.926  0.221
H: 0.402 3.470 0.154  0.206
H: 0.023 1.841 0.932  0.255
H: 0.902 0.763 -1.173  0.249
H: 2.335 1.625 -0.978  0.215
H: 1.016 2.468 -1.738  0.210
H: -1.043 -0.019 -3.343  0.483
H: 1.490 -2.146 -2.472  0.475
O: 1.123 -1.469 -1.886  -0.846
H: 1.300 -1.828 4.868  0.001
H: 0.961 -1.200 0.833  0.495
O: -0.401 -1.406 2.054  -0.921
H: -0.791 -0.495 2.171  0.491
H: -1.040 -1.838 1.465  0.483
O: -1.618 0.812 1.848  -0.736
H: -2.092 -0.088 0.480  0.480
H: -1.711 -0.085 -1.018  0.494
O: -2.138 -0.634 -0.336  -0.878
H: -2.484 1.043 2.232  0.461
H: 0.081 -0.723 -2.287  0.486
O: -0.634 0.051 -2.469  -0.874
H: 1.680 -1.058 -0.460  0.489
H: 0.598 -1.604 5.015  -0.001
O: 1.804 -0.812 0.505  -0.729

A molecular structure, C23H18BrIN5O3Re. Source: OMol25; level of theory: ωB97M-V with the def2-TZVPD basis set.

Properties
LUMO (alpha / beta)   -4.39 / -4.26 eV
2S+1   2
Total charge   +1

Last column: natural (NBO) charge in e.
Element x y z (Å)
Re: 0.494 -0.964 0.025  1.123
O: -2.866 -2.011 -2.047  -0.537
C: -1.744 -1.802 -1.657  0.643
N: -1.336 -1.572 -0.354  -0.616
C: -2.202 -1.568 0.766  0.151
C: -3.500 -2.071 0.802  -0.224
C: -4.222 -1.982 1.979  -0.195
C: -3.673 -1.391 3.111  -0.195
C: -2.387 -0.878 3.092  -0.211
C: -1.642 -0.973 1.919  0.067
N: -0.320 -0.493 1.733  -0.596
C: 0.347 0.342 2.618  0.665
O: -0.091 0.835 3.629  -0.546
C: 1.788 0.524 2.214  0.134
C: 2.667 1.129 3.090  -0.203
C: 4.010 1.180 2.754  -0.128
C: 4.423 0.612 1.559  -0.224
C: 3.480 0.041 0.728  0.084
N: 2.178 0.009 1.034  -0.477
C: -0.567 -1.809 -2.606  0.116
C: -0.758 -2.203 -3.915  -0.191
C: 0.345 -2.303 -4.749  -0.123
C: 1.598 -2.010 -4.235  -0.230
C: 1.704 -1.596 -2.920  0.092
N: 0.644 -1.480 -2.116  -0.476
H: -3.927 -2.525 -0.077  0.253
H: -5.227 -2.379 2.014  0.228
H: -4.253 -1.331 4.022  0.227
H: -1.958 -0.422 3.969  0.253
H: 2.284 1.517 4.023  0.259
H: 4.727 1.638 3.422  0.239
H: 5.465 0.601 1.272  0.242
H: 3.759 -0.427 -0.204  0.217
H: -1.762 -2.441 -4.239  0.263
H: 0.231 -2.621 -5.776  0.240
H: 2.491 -2.101 -4.837  0.243
H: 2.663 -1.360 -2.483  0.215
Br: 2.493 1.516 -2.008  0.127
C: 0.744 1.944 -1.481  0.191
C: 0.260 3.172 -1.900  -0.258
C: -1.033 3.527 -1.584  -0.098
C: -1.802 2.642 -0.847  -0.229
C: -1.243 1.450 -0.453  0.067
N: 0.026 1.074 -0.765  -0.519
H: 0.901 3.824 -2.474  0.253
H: -1.433 4.478 -1.910  0.243
H: -2.823 2.865 -0.577  0.248
H: -1.826 0.757 0.131  0.234
I: 1.665 -3.242 0.577  -0.056
O: 0.441 3.238 1.564  -0.955
H: 1.123 3.695 2.068  0.482
H: -0.354 3.346 2.100  0.484

Number 1: E_tot -7081.38606 a.u.. Number 2: E_tot -8873.63549 a.u.. Number 3: E_tot -538.03407 a.u.. Number 4: E_tot -4336.68179 a.u..